{
  "formula": "C23H34Cl14N2OS",
  "method": "ωB97M-V with the def2-TZVPD basis set",
  "e_lumo_ev": -0.51,
  "orbital_gap_ev": 8.055,
  "fmax_ha_per_bohr": 0.032,
  "homo_energy_ha": -0.3149,
  "charge": 0,
  "species": ["C", "O", "C", "C", "C", "C", "C", "C", "C", "C", "C", "C", "C", "Cl", "C", "C", "Cl", "C", "N", "S", "N", "C", "C", "H", "H", "H", "H", "H", "H", "H", "H", "H", "H", "H", "H", "H", "H", "H", "H", "H", "H", "H", "H", "H", "H", "C", "Cl", "Cl", "H", "H", "C", "Cl", "Cl", "H", "H", "C", "Cl", "Cl", "H", "H", "C", "Cl", "Cl", "H", "H", "C", "Cl", "Cl", "H", "H", "C", "Cl", "Cl", "H", "H"],
  "positions_angstrom": [[5.375847, -1.805637, 1.982687], [4.822413, -0.530024, 1.704243], [5.269785, 0.050489, 0.483145], [4.041090, 0.725558, -0.208483], [4.151036, 2.273202, -0.326026], [3.463279, 3.064060, 0.815983], [2.014734, 2.626012, 1.123862], [1.017664, 2.992714, -0.021775], [-0.282658, 3.658570, 0.499637], [-1.447600, 2.675066, 0.716662], [-1.328107, 1.262667, 0.467862], [-2.324315, 0.348721, 0.635331], [-2.040789, -1.087587, 0.352845], [-2.462875, -2.257320, 1.608422], [-1.488709, -1.559595, -0.769478], [-1.184794, -3.040273, -0.984175], [-1.063243, -0.504669, -2.117245], [-3.589632, 0.846313, 1.110436], [-4.691581, 0.129396, 1.365008], [-5.774342, 1.241980, 1.884031], [-4.913868, 2.625814, 1.850222], [-3.708431, 2.261378, 1.377292], [-2.629202, 3.185339, 1.174143], [4.536599, -2.526411, 2.048010], [5.881020, -1.852787, 2.966814], [6.101888, -2.168630, 1.238843], [5.715978, -0.668496, -0.223448], [6.059981, 0.797635, 0.705905], [3.109438, 0.361703, 0.242824], [4.048512, 0.337878, -1.245983], [5.227432, 2.522144, -0.273192], [3.792014, 2.576440, -1.321074], [3.403567, 4.117527, 0.475557], [4.048188, 3.076493, 1.748901], [1.712655, 3.171717, 2.037758], [1.929234, 1.556490, 1.372473], [1.521631, 3.731947, -0.673629], [0.837341, 2.117319, -0.664561], [-0.064329, 4.091099, 1.492557], [-0.598984, 4.494301, -0.143145], [-0.371585, 0.855471, 0.135808], [-2.040966, -3.665054, -0.710023], [-0.839254, -3.227455, -2.002918], [-0.319659, -3.282463, -0.335266], [-2.771154, 4.242967, 1.405911], [-3.922599, -1.818322, -4.429602], [-4.175442, -2.747179, -2.951332], [-5.448621, -1.474113, -5.253025], [-3.442659, -0.879058, -4.174660], [-3.288394, -2.390217, -5.095719], [8.373609, -2.405234, 5.366723], [9.536623, -1.417069, 4.475570], [7.947180, -3.870029, 4.474328], [8.811824, -2.690296, 6.316957], [7.473613, -1.822451, 5.531941], [-9.069053, 3.137050, 4.037152], [-10.070608, 4.311435, 3.176239], [-7.555836, 2.813763, 3.175778], [-8.833218, 3.531639, 5.019627], [-9.621953, 2.208738, 4.131899], [0.909045, -2.517100, 3.375225], [1.970815, -3.861129, 3.818255], [1.791699, -1.270935, 2.482123], [0.104787, -2.895581, 2.751781], [0.500832, -2.078860, 4.279489], [-0.821304, -4.960977, -4.598969], [-2.050944, -4.952434, -3.326196], [-1.018582, -3.608089, -5.721481], [0.158591, -4.887886, -4.138279], [-0.900391, -5.888319, -5.155649], [-3.996148, 0.499876, -8.227328], [-3.702156, 2.043758, -7.420258], [-3.016865, -0.793107, -7.528989], [-5.044031, 0.240491, -8.116680], [-3.745059, 0.599628, -9.277666]],
  "forces_ev_per_angstrom": [[-0.379, -0.775, 0.661], [0.831, -0.480, -0.461], [-0.712, 0.805, 0.067], [1.051, 0.034, -0.941], [0.180, -0.462, 0.759], [-0.481, 0.106, -0.516], [-0.280, 0.388, 0.015], [0.596, 0.661, 0.105], [0.131, -0.993, 0.215], [-0.048, 0.658, -0.106], [0.535, 0.028, 0.026], [-0.158, -0.138, 0.305], [-0.253, 0.495, -0.257], [0.148, 0.514, -0.339], [-0.082, -0.819, -0.058], [0.894, 0.909, 0.327], [-0.210, -0.410, 0.451], [0.580, -0.081, -0.083], [-0.193, 1.626, 0.097], [0.887, -0.983, -0.475], [0.094, -1.452, -0.486], [-0.056, 0.469, 0.205], [-0.190, -0.858, -0.008], [0.405, 0.172, -0.135], [-0.158, 0.382, -0.374], [-0.280, 0.320, 0.047], [-0.201, -0.143, 0.512], [-0.340, -0.216, -0.102], [0.341, 0.192, 0.014], [-0.198, 0.135, 0.399], [-0.409, -0.006, -0.322], [-0.068, 0.108, 0.427], [0.104, -0.330, 0.303], [-0.015, -0.293, -0.365], [0.047, -0.262, -0.337], [0.179, 0.339, -0.019], [-0.169, -0.297, 0.236], [-0.094, 0.393, 0.149], [-0.055, 0.009, -0.433], [-0.012, -0.420, 0.085], [-0.261, 0.310, 0.197], [0.270, 0.137, -0.179], [-0.387, 0.177, 0.295], [-0.484, -0.097, -0.082], [0.034, -0.345, -0.117], [0.130, 0.095, -0.018], [-0.377, 0.389, 0.199], [-0.154, 0.015, 0.043], [-0.093, -0.015, 0.051], [-0.099, -0.072, 0.019], [-0.049, 0.037, 0.088], [-0.007, 0.048, 0.051], [-0.051, -0.025, 0.046], [0.063, -0.041, -0.090], [0.020, -0.013, -0.116], [-0.058, -0.021, 0.070], [-0.045, -0.012, 0.057], [-0.874, 0.758, 0.739], [0.054, 0.067, -0.088], [0.016, 0.029, -0.112], [-0.183, 0.040, -0.071], [-0.032, -0.042, 0.038], [-0.074, -0.012, 0.014], [0.119, 0.005, -0.017], [0.119, 0.005, 0.002], [0.073, -0.257, 0.144], [0.244, -0.645, -0.600], [0.096, -0.006, -0.053], [-0.054, 0.105, 0.000], [-0.081, 0.074, -0.028], [-0.136, 0.009, -0.050], [-0.046, 0.020, -0.037], [0.187, -0.050, -0.187], [0.057, -0.006, 0.135], [0.102, 0.011, 0.070]]
}

{
  "formula": "C30H75AsCl4F6N5O11",
  "method": "ωB97M-V with the def2-TZVPD basis set",
  "e_lumo_ev": 2.31,
  "orbital_gap_ev": 7.259,
  "fmax_ha_per_bohr": 0.121,
  "homo_energy_ha": -0.1820,
  "charge": -1,
  "species": ["As", "F", "F", "F", "F", "F", "F", "C", "C", "C", "O", "C", "N", "H", "H", "H", "H", "H", "H", "H", "H", "H", "H", "H", "C", "C", "C", "O", "C", "N", "H", "H", "H", "H", "H", "H", "H", "H", "H", "H", "H", "C", "C", "C", "O", "C", "N", "H", "H", "H", "H", "H", "H", "H", "H", "H", "H", "H", "C", "C", "C", "O", "C", "N", "H", "H", "H", "H", "H", "H", "H", "H", "H", "H", "H", "C", "C", "C", "O", "C", "N", "H", "H", "H", "H", "H", "H", "H", "H", "H", "H", "H", "C", "C", "O", "C", "O", "O", "C", "H", "H", "H", "H", "H", "H", "H", "H", "C", "C", "O", "C", "O", "O", "C", "H", "H", "H", "H", "H", "H", "H", "H", "C", "Cl", "Cl", "H", "H", "C", "Cl", "Cl", "H", "H"],
  "positions_angstrom": [[1.010546, -0.107638, 1.559956], [0.147686, 0.034452, -0.054914], [2.546426, -0.032568, 0.675396], [1.741046, -0.349078, 3.166826], [-0.588374, -0.350598, 2.375146], [0.860486, -1.852498, 1.243386], [1.010056, 1.695072, 1.653356], [0.856396, -5.481148, 1.115226], [0.254926, -4.859998, -0.192224], [0.345176, -5.768478, -1.441184], [-0.180344, -5.076488, -2.565334], [0.019316, -5.803328, -3.757754], [-1.137214, -4.581448, 0.035356], [0.586516, -4.772998, 1.898666], [1.921966, -5.700638, 1.048186], [0.363886, -6.429228, 1.331286], [0.792776, -3.936788, -0.407824], [-0.279754, -6.658348, -1.365794], [1.392466, -6.021088, -1.606944], [1.035636, -6.169568, -3.902894], [-0.159144, -5.179008, -4.633244], [-0.711774, -6.611078, -3.791704], [-1.658044, -5.424228, 0.231746], [-1.406874, -4.033068, 0.839506], [1.119716, 0.146682, -3.236264], [-0.037624, -0.876468, -3.124394], [-0.353964, -1.624348, -4.441864], [-1.498354, -2.436258, -4.335444], [-1.975814, -3.088948, -5.525594], [0.201376, -1.939968, -2.166294], [1.468596, 0.391362, -2.233014], [0.774816, 1.087552, -3.665094], [1.943176, -0.324498, -3.772924], [-0.909404, -0.312078, -2.793394], [0.364666, -2.431778, -4.582364], [-0.477874, -0.907778, -5.253814], [-1.209574, -3.681728, -6.025194], [-2.202944, -2.379648, -6.321464], [-2.922294, -3.590898, -5.324774], [0.414596, -1.598358, -1.240054], [1.123846, -2.268098, -2.414264], [-5.500194, 4.415582, -1.806404], [-4.621134, 3.490742, -0.988224], [-3.115334, 3.439692, -1.294854], [-2.920934, 2.896692, -2.580444], [-1.489244, 2.540042, -2.704164], [-4.883394, 3.900802, 0.320856], [-5.014274, 5.379762, -1.656904], [-6.559044, 4.290842, -1.579754], [-5.396884, 4.281782, -2.883214], [-5.041544, 2.486602, -1.043624], [-2.551934, 2.905592, -0.529734], [-2.695974, 4.445692, -1.308814], [-0.833144, 3.401742, -2.581214], [-1.395524, 1.985182, -3.637674], [-1.221114, 1.880872, -1.878514], [-4.470604, 4.802092, 0.514186], [-5.869254, 3.937862, 0.537186], [-3.696754, -0.306168, 1.208036], [-3.544164, -1.175248, -0.056324], [-3.871904, -0.500408, -1.396364], [-3.455264, -1.221818, -2.596704], [-3.988794, -0.620628, -3.812504], [-2.129024, -1.616298, -0.021154], [-4.610194, 0.286042, 1.153126], [-2.966614, 0.496772, 1.309376], [-3.658584, -0.902258, 2.119796], [-4.202574, -2.043728, -0.037724], [-3.450854, 0.504892, -1.383064], [-4.947484, -0.355248, -1.295554], [-3.510044, 0.274132, -4.210384], [-5.069424, -0.514928, -3.716734], [-4.014244, -1.369618, -4.604004], [-1.538744, -0.815398, -0.194984], [-1.799084, -1.981108, 0.860976], [4.088656, 1.241252, 3.762566], [3.398436, 2.612202, 3.544416], [3.450766, 3.456092, 4.795156], [2.556516, 4.545522, 4.571076], [2.624686, 5.507272, 5.683396], [4.213186, 3.335942, 2.615506], [5.161606, 1.367892, 3.906976], [3.965756, 0.655392, 2.851656], [3.698716, 0.776312, 4.668036], [2.393296, 2.623952, 3.122916], [4.415616, 3.902812, 5.035176], [3.166906, 2.820922, 5.634246], [1.886536, 6.309132, 5.667326], [3.517086, 6.132602, 5.656756], [2.788786, 4.930012, 6.593306], [3.941906, 3.064852, 1.681156], [4.012626, 4.320152, 2.721346], [-5.076664, -3.780478, 3.203556], [-3.900324, -4.641848, 3.730786], [-3.072694, -3.916748, 4.654476], [-1.987504, -3.267398, 4.057796], [-1.599274, -3.428098, 2.831786], [-1.470644, -2.544168, 5.028436], [-0.214654, -1.906158, 4.830986], [-4.866294, -3.103468, 2.375606], [-5.508134, -3.140778, 3.973436], [-5.881564, -4.476598, 2.967636], [-3.312294, -4.918008, 2.855536], [-4.170874, -5.578558, 4.218086], [-0.236424, -0.829938, 4.659576], [0.218346, -2.352628, 3.935846], [0.471836, -2.208088, 5.621976], [2.764516, 3.696082, -1.127954], [3.404166, 2.327012, -0.935024], [4.667096, 2.233732, -1.490044], [5.077186, 2.481002, -2.772114], [4.391286, 2.834662, -3.747274], [6.420506, 2.194762, -2.809304], [7.170856, 2.343852, -4.039094], [2.849946, 3.790562, -2.210494], [3.260746, 4.568212, -0.702214], [1.727906, 3.794782, -0.805794], [2.697686, 1.658592, -1.427154], [3.481516, 2.068622, 0.121086], [7.099196, 1.495032, -4.719134], [8.219686, 2.600782, -3.890594], [6.800626, 3.216352, -4.577394], [6.497626, 0.117332, 1.351636], [7.072506, -0.163498, -0.286654], [7.252106, -0.999038, 2.423906], [6.650886, 1.178002, 1.550606], [5.419626, -0.043328, 1.365946], [-0.375514, 4.216892, 2.398016], [-0.922684, 5.018212, 3.887216], [-1.037434, 5.085312, 0.950996], [0.709216, 4.323362, 2.386306], [-0.526664, 3.137772, 2.425516]],
  "forces_ev_per_angstrom": [[-1.973, -1.413, -1.138], [1.069, 0.900, 1.678], [-0.852, -0.094, 1.149], [-0.276, 0.505, -1.652], [1.385, 1.365, -0.688], [0.985, 0.963, 0.450], [-0.067, -1.792, 0.238], [-0.209, 0.002, -1.164], [-0.191, -0.914, 0.699], [-0.393, 1.029, 0.131], [0.933, 0.178, -0.482], [-0.477, 0.393, 0.118], [-1.340, -0.072, -0.162], [0.436, -0.095, 0.143], [0.202, 0.306, 0.178], [-0.199, -0.101, 0.011], [-0.158, 0.088, -0.093], [0.176, -0.529, 0.626], [0.216, -0.300, -0.100], [0.242, -0.306, 0.373], [-0.264, 0.357, 0.267], [0.106, -0.502, -0.158], [0.141, -0.633, -0.390], [0.868, 0.582, -0.127], [-0.561, -0.649, 0.078], [-0.410, -0.213, 0.219], [-0.255, -0.448, 0.276], [-2.160, -0.466, -0.322], [0.831, 1.644, 0.370], [1.007, -0.036, 0.106], [-0.124, -0.232, 0.042], [0.281, -0.034, -0.485], [0.194, 0.368, -0.247], [-0.365, -0.233, -0.110], [1.390, 0.768, -0.545], [0.342, 0.004, -0.471], [0.113, -0.765, 0.419], [-0.221, 0.699, -0.058], [0.454, -0.348, 0.373], [-0.686, 0.416, 0.258], [0.351, -0.804, -0.364], [1.500, -0.090, -2.278], [-0.937, -0.940, -1.044], [-0.980, 0.576, -0.470], [1.864, -0.604, 0.024], [-1.721, -0.215, 0.388], [0.868, 0.147, 3.342], [-0.890, 0.582, 0.280], [0.200, 0.442, 0.376], [-0.074, -0.338, -0.290], [0.366, -0.394, -0.394], [-0.266, -0.354, 0.186], [-0.017, 0.507, 0.223], [-0.098, 0.299, -0.534], [0.200, 0.395, 0.001], [-0.067, -0.319, 0.059], [-0.072, 0.171, 0.178], [0.089, 0.038, -0.062], [-1.375, 0.923, -0.871], [2.527, -0.643, 0.508], [0.418, 0.268, 0.160], [-0.976, 1.336, 0.316], [-0.673, -1.527, 0.755], [-0.552, -0.155, -1.168], [-0.704, -0.175, 0.417], [0.577, -0.383, -0.337], [-0.097, -0.067, -0.128], [0.041, -0.284, 0.412], [0.332, 0.242, -0.284], [-0.476, -0.022, -0.788], [0.172, 0.172, 0.550], [-0.211, 0.875, 0.456], [0.918, -0.279, 0.089], [-0.117, -0.033, -0.129], [-0.480, -0.004, 0.263], [-0.654, 0.719, -0.013], [1.603, -0.018, 0.619], [-0.991, 0.044, 0.238], [-0.359, 1.501, 1.473], [1.208, -0.687, -0.930], [0.948, 0.580, -1.378], [0.016, 0.391, 0.029], [-0.208, -0.338, 0.381], [-0.204, -0.503, -0.350], [-0.305, -0.813, 0.803], [0.527, -0.432, -0.335], [-0.429, 0.214, 0.448], [-0.874, -0.980, -0.005], [0.752, -0.229, -0.593], [-0.933, 0.206, 0.359], [0.181, 0.251, -0.280], [-0.065, 0.221, -0.320], [-0.277, -0.536, 1.039], [-0.029, 0.702, -1.083], [1.408, 0.762, -1.595], [0.033, -1.552, -3.406], [-1.751, 0.958, 5.884], [-0.318, 0.202, -0.074], [1.433, -0.774, -1.229], [0.377, -0.436, -0.150], [0.203, -0.064, 0.360], [-0.045, 0.080, -0.500], [0.221, -0.057, 0.129], [-0.394, 0.341, 0.227], [-0.547, -0.234, 0.353], [0.037, 0.290, -0.185], [-0.418, 0.274, 0.406], [0.413, 0.499, -0.740], [-2.507, 0.979, 0.303], [3.157, 0.092, -1.724], [-1.301, -0.052, -1.312], [1.812, -0.845, 2.719], [-0.368, 0.106, 0.077], [-0.976, 1.101, -0.555], [-0.573, 0.588, -0.092], [0.504, -0.247, 0.258], [-0.056, -0.566, -0.083], [0.338, -0.430, 0.205], [0.254, -0.338, -0.342], [-0.205, -0.226, 0.409], [-0.111, -0.481, 0.924], [-0.367, -0.075, -0.098], [-1.101, 0.741, -0.873], [0.066, 0.015, -0.584], [0.426, -0.271, 1.004], [0.405, -0.289, 0.474], [0.165, -0.197, -0.069], [0.845, 0.498, 0.015], [-0.115, -0.304, -0.145], [0.318, -0.771, 0.677], [-0.148, 0.315, -0.157], [-0.849, 0.337, -0.264]]
}